Entry 1:
# C7H10BF4NV

A structure of composition C7H10BF4NV (ωB97M-V with the def2-TZVPD basis set, the OMol25 dataset).

Summary:
- E: -1696.04090 a.u.
- HOMO-LUMO gap (spin up / spin down): 6.49 / 7.08 eV
- E_LUMO (spin up / spin down): 3.166 / 3.144 eV
- Multiplicity: 3
- Net charge: -1

Cartesian coordinates (Å):
V1 0.159 0.292 0.057
F1 0.845 0.033 4.359
F2 1.437 -0.176 2.100
F3 -0.619 -0.954 2.851
F4 -0.188 1.325 2.705
N1 -1.151 -1.026 0.031
C1 -0.990 0.861 -1.677
C2 -1.081 1.889 -0.681
C3 -0.496 -2.235 -0.354
C4 0.944 -1.735 -0.535
C5 0.394 0.697 -2.026
C6 1.148 1.676 -1.304
C7 0.237 2.409 -0.471
B1 0.361 0.059 3.075
H1 -2.091 -1.084 0.410
H2 -0.931 -2.673 -1.268
H3 2.216 1.863 -1.407
H4 -0.572 -2.998 0.438
H5 -1.835 0.349 -2.129
H6 -1.990 2.259 -0.208
H7 1.278 -1.802 -1.577
H8 1.628 -2.241 0.155
H9 0.800 -0.013 -2.741
H10 0.496 3.224 0.197

Results of the Mulliken charge analysis, in e, for atoms 1 through 8: 0.443, -0.337, -0.481, -0.387, -0.379, -0.200, -0.428, -0.261

Entry 2:
# C29H30N7Ni

A structure of composition C29H30N7Ni (ωB97M-V with the def2-TZVPD basis set, the OMol25 dataset).

Summary:
- E: -3014.48118 a.u.
- HOMO-LUMO gap (spin up / spin down): 7.23 / 7.24 eV
- E_LUMO (spin up / spin down): -2.623 / -2.617 eV
- Multiplicity: 3
- Net charge: +1

Cartesian coordinates (Å):
Ni1 0.052 0.022 0.156
N1 -0.944 4.144 1.013
N2 -4.065 10.058 -0.081
N3 1.920 -0.136 -0.954
N4 -0.256 2.047 0.746
N5 -2.016 -0.545 0.397
N6 -0.640 0.427 -1.845
N7 0.059 -1.955 -0.409
C1 -1.424 6.451 1.648
C2 1.588 -1.646 2.269
C3 4.006 -4.685 3.878
C4 -2.894 7.813 0.315
C5 0.398 0.147 -2.836
C6 -2.087 -1.990 0.637
C7 1.734 0.570 -2.223
C8 2.654 -4.909 3.671
C9 -2.058 7.655 1.419
C10 -1.605 5.371 0.780
C11 -3.544 9.052 0.089
C12 1.849 -3.908 3.162
C13 0.919 -0.765 1.754
C14 -0.988 -2.710 -0.097
C15 -1.922 -0.236 -2.058
C16 -1.020 3.010 0.271
C17 4.553 -3.448 3.577
C18 2.306 -1.544 -1.143
C19 1.142 -2.483 -0.963
C20 -2.772 -0.119 -0.784
C21 -0.069 3.864 2.032
C22 3.756 -2.440 3.069
C23 2.392 -2.657 2.856
C24 -0.996 -4.071 -0.359
C25 -3.081 6.740 -0.556
C26 -2.444 5.537 -0.324
C27 0.343 2.579 1.855
C28 1.209 -3.837 -1.262
C29 0.124 -4.640 -0.950
H1 3.036 -1.819 -0.375
H2 -1.918 -2.167 1.705
H3 4.183 -1.478 2.828
H4 -0.789 1.435 -1.841
H5 -2.394 -0.080 1.219
H6 5.605 -3.269 3.739
H7 1.020 2.003 2.452
H8 -1.652 2.934 -0.591
H9 2.227 -5.873 3.908
H10 2.559 0.380 -2.925
H11 4.635 -5.472 4.271
H12 -1.848 -4.677 -0.096
H13 1.709 1.643 -2.015
H14 2.663 0.324 -0.432
H15 -2.609 4.730 -1.021
H16 2.768 -1.693 -2.127
H17 0.408 -0.925 -3.047
H18 -0.786 6.365 2.512
H19 0.196 4.568 2.791
H20 0.231 0.681 -3.781
H21 -1.908 8.485 2.094
H22 -3.681 -0.723 -0.907
H23 2.093 -4.253 -1.716
H24 -3.725 6.856 -1.415
H25 -3.075 -2.397 0.382
H26 0.157 -5.701 -1.147
H27 0.798 -4.086 2.987
H28 -1.736 -1.293 -2.270
H29 -2.477 0.189 -2.907
H30 -3.078 0.920 -0.639

Results of the Mulliken charge analysis, in e, for atoms 1 through 8: 1.220, 0.311, -0.452, -0.307, -0.040, -0.370, -0.147, 1.718

Entry 3:
# C6H18NO

A cluster of 2 separate species, C6H18NO in total (ωB97M-V with the def2-TZVPD basis set, the OMol25 dataset).

Summary:
- E: -369.13993 a.u.
- HOMO-LUMO gap: 10.49 eV
- E_LUMO: -3.348 eV
- Net charge: +1

Cartesian coordinates (Å):
O1 1.182 -4.315 1.858
N1 -0.001 2.023 -1.384
C1 0.911 -1.354 0.110
C2 -0.502 -0.878 -0.184
C3 -0.189 2.855 0.975
C4 0.023 1.639 0.086
C5 -0.898 0.499 0.472
C6 -0.782 -0.867 -1.742
H1 -0.082 2.535 2.008
H2 1.233 -2.125 -0.583
H3 1.714 -0.615 0.146
H4 -1.243 -1.613 0.127
H5 -1.920 0.723 0.166
H6 1.119 -3.831 2.709
H7 -0.952 0.320 1.536
H8 -0.998 -1.916 -1.968
H9 -1.212 3.254 0.931
H10 -0.717 1.562 -1.944
H11 0.862 1.691 -1.818
H12 0.013 3.022 -1.537
H13 1.062 1.367 0.258
H14 0.050 -0.525 -2.349
H15 0.835 -1.748 1.127
H16 0.416 3.739 0.762
H17 1.860 -4.977 2.143
H18 -1.785 -0.467 -1.908

Results of the Mulliken charge analysis, in e, for atoms 1 through 8: -0.628, -0.180, -1.206, 0.739, -1.632, 0.377, -1.132, -1.914

Entry 4:
# C18H22BCl2CoF4N5

A structure of composition C18H22BCl2CoF4N5 (ωB97M-V with the def2-TZVPD basis set, the OMol25 dataset).

Summary:
- E: -3700.58060 a.u.
- HOMO-LUMO gap (spin up / spin down): 8.40 / 8.64 eV
- E_LUMO (spin up / spin down): 0.036 / -0.092 eV
- Multiplicity: 4

Cartesian coordinates (Å):
Co1 -0.068 0.044 0.101
Cl1 -0.739 -2.024 -1.319
Cl2 -1.044 -2.329 1.576
F1 3.092 0.839 -2.568
F2 3.520 -1.292 -1.780
F3 1.528 -0.233 -1.258
F4 1.915 -0.964 -3.405
N1 -0.726 1.452 -1.524
N2 -1.030 3.826 -2.022
N3 -0.560 2.268 -3.828
N4 -2.723 2.214 -2.722
N5 1.569 0.086 1.454
C1 -0.939 1.117 1.625
C2 3.569 0.420 3.311
C3 2.737 -0.552 1.314
C4 -2.460 3.570 -2.215
C5 -1.996 2.052 -3.987
C6 -1.386 -3.039 0.005
C7 -0.007 1.490 2.605
C8 -2.181 1.261 -1.765
C9 -2.247 1.581 1.827
C10 -0.036 1.324 -2.847
C11 -0.351 3.622 -3.307
C12 -0.521 2.857 -1.061
C13 -2.603 2.405 2.887
C14 -0.340 2.342 3.659
C15 3.766 -0.417 2.225
C16 1.360 0.889 2.511
C17 -1.635 2.810 3.797
C18 2.360 1.075 3.458
B1 2.578 -0.421 -2.315
H1 -2.457 -3.112 -0.123
H2 2.849 -1.159 0.427
H3 -0.157 0.303 -3.209
H4 0.551 3.005 -0.920
H5 -0.898 -4.001 -0.072
H6 -1.890 3.471 4.616
H7 -3.038 1.287 1.147
H8 -2.976 3.701 -1.262
H9 4.696 -0.945 2.068
H10 2.193 1.720 4.307
H11 4.352 0.561 4.046
H12 0.402 2.645 4.387
H13 -0.737 4.344 -4.028
H14 -3.628 2.735 3.005
H15 1.022 1.512 -2.700
H16 0.719 3.791 -3.178
H17 -2.857 4.293 -2.930
H18 -2.166 1.042 -4.367
H19 -1.024 2.984 -0.106
H20 -2.387 2.768 -4.711
H21 -2.701 1.370 -0.818
H22 -2.336 0.249 -2.143

Results of the Mulliken charge analysis, in e, for atoms 1 through 8: -0.180, 0.015, -0.066, -0.346, -0.377, 0.072, -0.373, 1.705

Entry 5:
# C3H8N2O2P

The ion C3H8N2O2P with charge -1 (ωB97M-V with the def2-TZVPD basis set, the OMol25 dataset).

Summary:
- E: -720.59778 a.u.
- HOMO-LUMO gap: 8.31 eV
- E_LUMO: 4.079 eV
- Net charge: -1
- SMILES: CN1CCN[P@@]1(=O)[O-]

Cartesian coordinates (Å):
P1 -1.592 -0.067 0.035
O1 -2.444 0.103 -1.158
O2 -2.019 -0.904 1.185
N1 0.169 -0.595 -0.590
N2 -0.983 1.455 0.615
C1 0.505 -1.922 -0.186
C2 0.219 1.718 -0.132
C3 1.067 0.438 -0.179
H1 -0.093 1.954 -1.153
H2 1.336 -2.310 -0.794
H3 -0.372 -2.549 -0.340
H4 0.776 2.564 0.291
H5 1.508 0.252 0.825
H6 -0.774 1.314 1.597
H7 1.900 0.548 -0.894
H8 0.799 -1.999 0.877

Results of the Mulliken charge analysis, in e, for atoms 1 through 8: 0.690, -0.742, -0.738, -0.214, -0.500, -0.885, -0.699, -0.474

Entry 6:
# C24H74N6O10

A cluster of 10 separate species, C24H74N6O10 in total (ωB97M-V with the def2-TZVPD basis set, the OMol25 dataset).

Summary:
- E: -2039.57125 a.u.
- HOMO-LUMO gap: 8.42 eV
- E_LUMO: 0.020 eV
- SMILES: COC[C@H](C)N.COC[C@H](C)N.COC[C@H](C)N.COC[C@H](C)N.COC[C@H](C)N.COC[C@H](C)N.O.O.O.O

Cartesian coordinates (Å):
O1 -4.031 -19.500 9.669
O2 -2.403 -21.525 5.793
O3 0.490 -20.823 1.406
O4 4.507 -20.331 7.148
O5 -2.407 -17.438 4.339
O6 2.379 -18.475 3.492
O7 -1.454 -18.912 9.160
O8 -0.066 -13.711 8.594
O9 -0.931 -18.953 6.403
O10 -0.564 -21.587 9.971
N1 -1.839 -22.357 13.349
N2 -2.621 -20.002 3.268
N3 -4.861 -20.146 6.131
N4 3.220 -17.663 0.915
N5 3.179 -17.330 8.737
N6 0.336 -17.212 7.494
C1 1.462 -17.804 2.633
C2 1.450 -15.932 0.923
C3 -0.519 -22.234 8.723
C4 3.463 -18.767 8.567
C5 0.417 -21.641 12.795
C6 0.338 -12.994 9.731
C7 2.380 -19.720 9.029
C8 0.266 -15.085 8.694
C9 -2.104 -19.913 0.925
C10 2.286 -16.885 1.766
C11 -1.027 -21.711 12.324
C12 3.982 -19.018 7.161
C13 -4.573 -20.241 8.599
C14 -5.122 -18.061 7.445
C15 -4.403 -19.404 7.336
C16 -4.433 -19.996 10.937
C17 -1.216 -22.353 10.954
C18 1.723 -19.367 4.360
C19 -0.057 -15.791 7.394
C20 5.114 -20.685 5.921
C21 -1.775 -20.605 2.243
C22 1.009 -22.134 1.538
C23 -0.277 -20.413 2.521
C24 -1.529 -15.698 7.000
H1 1.948 -19.435 9.992
H2 2.866 -16.264 2.461
H3 -2.132 -16.291 7.693
H4 -2.486 -18.242 3.769
H5 3.211 -18.861 6.393
H6 -1.885 -21.695 2.174
H7 1.010 -21.062 12.091
H8 -1.723 -16.161 6.027
H9 -0.078 -17.687 6.698
H10 0.535 -21.370 13.840
H11 -4.050 -21.198 8.486
H12 0.767 -17.233 3.264
H13 1.353 -15.156 8.834
H14 -4.624 -21.072 10.872
H15 0.047 -21.006 3.387
H16 -2.802 -22.492 13.060
H17 1.628 -22.381 0.682
H18 1.550 -22.210 2.485
H19 1.049 -15.086 1.485
H20 4.057 -17.095 0.798
H21 -1.632 -18.922 0.913
H22 -1.477 -22.522 8.284
H23 4.481 -20.376 5.084
H24 -2.397 -19.064 9.397
H25 -1.477 -23.283 13.552
H26 -1.383 -20.684 12.172
H27 -4.693 -17.348 8.150
H28 -3.331 -19.298 7.144
H29 0.081 -23.152 8.829
H30 1.088 -18.858 5.089
H31 0.560 -16.405 0.496
H32 0.088 -21.655 8.030
H33 -2.118 -17.788 5.194
H34 2.299 -17.178 8.224
H35 0.619 -15.345 6.658
H36 0.186 -22.859 1.563
H37 4.765 -18.324 6.824
H38 -0.732 -19.012 7.346
H39 -0.147 -17.623 8.294
H40 -5.372 -19.541 11.266
H41 -0.235 -15.500 9.579
H42 0.819 -22.665 12.748
H43 -2.679 -22.425 5.597
H44 -0.101 -12.000 9.682
H45 -3.675 -19.813 11.696
H46 -0.959 -19.573 9.674
H47 3.566 -18.374 1.564
H48 -3.237 -21.025 5.949
H49 1.047 -20.007 3.770
H50 -0.006 -19.387 2.783
H51 1.428 -12.928 9.800
H52 6.022 -20.074 5.811
H53 2.049 -15.563 0.090
H54 -5.644 -20.442 8.727
H55 -2.301 -22.348 10.763
H56 2.856 -17.267 9.704
H57 4.348 -19.013 9.168
H58 5.384 -21.734 5.918
H59 -0.042 -13.458 10.651
H60 -1.401 -19.781 6.206
H61 1.513 -19.785 8.360
H62 -2.349 -20.247 4.218
H63 2.412 -20.076 4.807
H64 2.782 -20.732 9.112
H65 -1.887 -14.668 6.950
H66 -5.845 -20.409 6.110
H67 -1.641 -20.379 0.055
H68 -4.863 -19.406 5.426
H69 -0.907 -23.408 10.954
H70 -6.172 -18.274 7.665
H71 -3.160 -19.694 0.765
H72 -5.119 -17.474 6.521
H73 0.812 -18.521 2.116
H74 -3.551 -20.404 3.193

Results of the Mulliken charge analysis, in e, for atoms 1 through 8: -0.523, -0.623, -0.435, -0.331, -0.827, -0.427, -0.306, -0.345

Entry 7:
# C31H30N5O5PPtS2

A structure of composition C31H30N5O5PPtS2 (ωB97M-V with the def2-TZVPD basis set, the OMol25 dataset).

Summary:
- E: -3106.32118 a.u.
- HOMO-LUMO gap (spin up / spin down): 6.94 / 6.51 eV
- E_LUMO (spin up / spin down): -0.266 / -2.452 eV
- Multiplicity: 5

Cartesian coordinates (Å):
Pt1 0.502 -0.735 -2.321
S1 0.119 2.269 -0.008
S2 -0.849 4.562 1.547
P1 -1.427 2.693 1.193
O1 3.988 1.435 -0.043
O2 3.482 -1.158 3.573
O3 -1.570 -1.574 -2.240
O4 -0.529 2.710 -4.334
O5 -3.620 -1.051 -2.917
N1 0.657 -1.034 -0.172
N2 -0.487 0.655 -3.340
N3 2.497 -5.135 2.368
N4 3.899 0.569 2.195
N5 2.207 0.957 -2.669
C1 0.864 -1.476 2.545
C2 -3.320 1.370 -0.316
C3 -1.312 0.179 5.015
C4 -0.250 1.012 4.674
C5 -0.286 -1.826 1.862
C6 2.350 -4.711 1.308
C7 0.687 -3.805 -1.883
C8 -2.418 -0.828 -2.876
C9 -0.358 -1.588 0.500
C10 -2.422 0.092 4.190
C11 -1.888 0.408 -3.614
C12 -5.219 3.384 -0.049
C13 -0.304 1.750 3.506
C14 -2.484 0.838 3.018
C15 3.146 -3.394 -0.614
C16 0.058 1.853 -3.699
C17 -5.513 2.232 -0.765
C18 -3.972 3.536 0.540
C19 2.914 -2.811 -1.833
C20 1.656 -2.950 -2.493
C21 1.898 -0.854 1.853
C22 -4.567 1.223 -0.904
C23 3.148 -0.507 2.605
C24 -3.028 2.523 0.411
C25 1.489 2.118 -3.233
C26 2.145 -4.161 0.002
C27 1.757 -0.672 0.491
C28 -1.421 1.665 2.675
C29 3.538 1.629 1.297
C30 1.386 -2.286 -3.724
C31 0.927 -4.379 -0.664
H1 0.172 -4.996 -0.195
H2 -2.498 1.273 -3.349
H3 -1.271 -0.398 5.930
H4 3.687 -2.217 -2.309
H5 -4.767 0.333 -1.486
H6 -3.360 0.779 2.386
H7 2.833 0.557 -3.354
H8 4.096 -3.264 -0.111
H9 -1.120 -2.291 2.368
H10 2.765 1.241 -1.868
H11 2.458 1.728 1.229
H12 1.397 2.884 -2.463
H13 -2.045 0.244 -4.685
H14 3.948 2.560 1.690
H15 -0.268 -3.940 -2.374
H16 -5.956 4.171 0.044
H17 2.550 -0.245 -0.104
H18 0.514 2.408 3.235
H19 -3.250 -0.551 4.459
H20 2.215 -1.833 -4.255
H21 4.710 0.701 2.779
H22 -6.483 2.122 -1.233
H23 0.616 1.083 5.321
H24 2.021 2.569 -4.070
H25 -2.572 0.592 -0.440
H26 4.950 1.469 -0.057
H27 -3.727 4.437 1.086
H28 0.551 -2.610 -4.331
H29 -1.221 -1.855 -0.098
H30 0.986 -1.681 3.600

Results of the Mulliken charge analysis, in e, for atoms 1 through 8: 1.883, -0.249, -0.317, 0.756, -0.450, -0.654, -0.662, -0.686

Entry 8:
# C20H24N4P2S2Se2W

A structure of composition C20H24N4P2S2Se2W (ωB97M-V with the def2-TZVPD basis set, the OMol25 dataset).

Summary:
- E: -7344.09967 a.u.
- HOMO-LUMO gap (spin up / spin down): 6.54 / 6.32 eV
- E_LUMO (spin up / spin down): -7.083 / -7.484 eV
- Multiplicity: 3
- Net charge: +2

Cartesian coordinates (Å):
W1 -0.069 0.000 0.120
Se1 -0.660 -2.340 1.458
Se2 -2.665 -2.522 0.257
S1 2.027 -0.131 1.363
S2 -0.319 1.245 2.186
P1 1.026 2.062 -0.888
P2 -0.975 0.117 -2.314
N1 4.612 1.150 3.619
N2 0.867 3.378 4.939
N3 -2.303 0.325 0.313
N4 0.970 -1.818 -0.664
C1 1.377 1.019 2.506
C2 2.129 -4.315 -0.972
C3 -2.784 1.584 0.393
C4 0.580 -2.865 0.079
C5 -4.120 1.877 0.562
C6 -3.186 -0.685 0.439
C7 0.071 -0.522 -3.653
C8 2.563 -3.235 -1.722
C9 -4.539 -0.468 0.644
C10 0.992 3.542 0.155
C11 2.085 1.643 3.471
C12 3.486 1.378 3.599
C13 1.436 2.595 4.321
C14 1.118 -4.125 -0.033
C15 1.967 -1.999 -1.537
C16 -5.019 0.831 0.690
C17 -1.105 1.896 -2.696
C18 -2.610 -0.531 -2.764
C19 0.243 2.577 -2.476
C20 2.781 1.898 -1.318
H1 0.777 -4.928 0.606
H2 0.934 2.322 -3.281
H3 1.487 4.356 -0.378
H4 -2.051 2.376 0.331
H5 -6.074 1.018 0.844
H6 -0.030 3.834 0.391
H7 -5.204 -1.309 0.780
H8 -1.452 2.021 -3.724
H9 -2.802 -0.272 -3.807
H10 -1.876 2.319 -2.048
H11 0.144 3.663 -2.485
H12 0.157 -1.606 -3.589
H13 1.520 3.354 1.089
H14 2.302 -1.128 -2.080
H15 -3.393 -0.089 -2.151
H16 3.372 1.732 -0.419
H17 2.584 -5.289 -1.092
H18 3.114 2.816 -1.806
H19 1.069 -0.087 -3.632
H20 -4.437 2.909 0.613
H21 2.942 1.066 -2.003
H22 -2.637 -1.615 -2.665
H23 -0.391 -0.265 -4.608
H24 3.368 -3.338 -2.436

Results of the Mulliken charge analysis, in e, for atoms 1 through 8: 0.784, 0.012, 0.127, -0.514, -0.468, 1.147, 0.957, -0.377

Entry 9:
# C4H7NO2

The ion C4H7NO2 with charge +1 (ωB97M-V with the def2-TZVPD basis set, the OMol25 dataset).

Summary:
- E: -361.44455 a.u.
- HOMO-LUMO gap (spin up / spin down): 11.05 / 5.09 eV
- E_LUMO (spin up / spin down): -4.415 / -9.565 eV
- Multiplicity: 2
- Net charge: +1

Cartesian coordinates (Å):
O1 -1.466 -0.367 2.518
O2 -0.190 -0.099 -2.568
N1 1.909 0.183 0.220
C1 -1.264 0.229 1.504
C2 0.705 0.167 -1.842
C3 -0.535 -0.474 0.365
C4 0.595 0.428 -0.296
H1 2.274 -0.762 0.154
H2 -1.992 0.988 1.191
H3 0.185 1.462 -0.373
H4 -0.205 -1.452 0.704
H5 1.734 0.291 -2.268
H6 -1.248 -0.614 -0.505
H7 1.981 0.584 1.151

Results of the Mulliken charge analysis, in e, for atoms 1 through 8: -0.288, -0.324, -0.377, -0.005, -0.108, -0.563, 0.205, 0.308

Entry 10:
# C2H13NO3S2

A cluster of 4 separate species, C2H13NO3S2 in total (ωB97M-V with the def2-TZVPD basis set, the OMol25 dataset).

Summary:
- E: -1160.81549 a.u.
- HOMO-LUMO gap: 8.98 eV
- E_LUMO: 0.322 eV
- SMILES: NCCSS.O.O.O

Cartesian coordinates (Å):
S1 2.892 -1.817 1.424
S2 1.403 -2.390 2.754
O1 -0.788 -0.532 -1.265
O2 -1.482 2.426 -3.564
O3 -3.865 -0.717 -0.945
N1 0.402 0.748 1.636
C1 2.284 -0.321 0.445
C2 1.829 0.790 1.350
H1 -0.324 -0.477 -0.430
H2 -1.466 2.328 -4.532
H3 2.089 1.780 0.954
H4 0.531 -2.934 1.907
H5 -0.943 1.833 -3.053
H6 2.341 0.593 2.285
H7 1.657 -0.660 -0.377
H8 0.199 0.861 2.618
H9 -0.239 1.302 1.073
H10 3.255 -0.256 -0.063
H11 -3.925 -1.695 -0.989
H12 -4.108 -0.284 -0.116
H13 -1.742 -0.580 -1.112

Results of the Mulliken charge analysis, in e, for atoms 1 through 8: -0.093, -0.212, -0.627, -0.655, -0.693, -0.426, -0.555, -0.503

no.,maximum force (eV Å⁻¹)
1,4.61
2,1.04
3,2.39
4,0.88
5,2.70
6,2.62
7,0.31
8,0.08
9,2.85
10,2.40